--- a ---
ORCA calculation (ωB97M-V with the def2-TZVPD basis set) on C4H8N2 as an isolated structure.

Structure (XYZ):
```
14
Properties=species:S:1:pos:R:3:lowdin_charge:R:1
C 1.120 -1.450 0.398 0.371
C 0.406 0.401 0.104 -0.189
C 0.138 1.790 -0.018 0.097
C -1.548 -1.022 -0.457 0.022
N 1.638 -0.266 0.525 0.252
N -0.256 -0.661 -0.135 0.047
H 1.439 -2.488 0.553 0.200
H -0.709 1.911 -0.699 0.141
H 1.032 2.413 -0.276 0.164
H -0.085 2.232 0.917 0.133
H -2.235 -0.276 0.159 0.188
H -1.631 -2.085 -0.572 0.120
H -1.740 -0.727 -1.584 0.178
H 2.431 0.228 1.086 0.276
```

* HOMO energy: -20.92 eV
* charge: +2
* Kohn-Sham gap: 8.55 eV
* 2S+1: 1

***

--- b ---
ORCA calculation (ωB97M-V with the def2-TZVPD basis set) on a 2-piece molecular cluster, C4H8N2 overall.

Structure (XYZ):
```
14
Properties=species:S:1:pos:R:3:lowdin_charge:R:1
C 1.448 -0.689 -1.012 0.280
C -2.026 0.012 -0.230 -0.027
C -2.802 -0.658 0.673 0.039
C 2.730 0.353 0.836 -0.031
N -1.148 0.612 -0.706 0.355
N 2.115 -0.271 -0.177 0.038
H 1.108 -1.111 -2.018 0.191
H -3.258 0.057 1.439 0.184
H -2.053 -1.160 1.283 0.137
H -3.401 -1.479 0.214 0.159
H 3.865 0.524 0.657 0.175
H 2.549 -0.319 1.847 0.204
H 2.290 1.368 0.884 0.132
H -0.628 1.193 -1.357 0.165
```

* HOMO energy: -21.41 eV
* charge: +2
* Kohn-Sham gap: 12.52 eV
* 2S+1: 1

***

Which structure is the least stable? The one labeled a.

***

--- a ---
ORCA calculation (ωB97M-V with the def2-TZVPD basis set) on one molecule with the formula C9H17NO3.

Structure (XYZ):
```
30
Properties=species:S:1:pos:R:3:lowdin_charge:R:1
O 1.680 -2.178 -0.175 -0.074
C 2.264 -1.232 0.734 -0.147
C 1.450 0.175 0.703 -0.375
C 2.281 1.271 1.589 -0.187
O 1.962 1.107 2.933 -0.051
C 1.453 0.613 -0.741 -0.090
O 0.280 -0.015 -1.352 -0.059
C -0.680 -0.095 -0.306 -0.474
C -1.569 -1.262 -0.425 -0.104
C -2.899 -0.864 -1.107 -0.156
C -2.636 0.595 -1.579 -0.167
C -1.595 1.121 -0.531 -0.100
N 0.039 0.060 1.052 0.124
H 1.117 -1.671 -0.822 0.072
H 3.233 -1.029 0.333 0.101
H 2.420 -1.711 1.618 0.088
H 1.980 2.227 1.217 0.096
H 3.396 1.244 1.420 0.143
H 1.028 1.331 3.012 0.086
H 2.389 0.206 -1.060 0.128
H 1.360 1.693 -0.727 0.126
H -1.006 -2.045 -0.859 0.113
H -1.857 -1.663 0.487 0.099
H -3.845 -0.794 -0.385 0.146
H -3.193 -1.489 -1.899 0.077
H -2.127 0.392 -2.502 0.097
H -3.539 1.280 -1.598 0.126
H -1.113 1.974 -0.989 0.109
H -2.124 1.538 0.298 0.105
H -0.145 -0.779 1.660 0.147
```

* HOMO energy: -9.25 eV
* charge: 0
* Kohn-Sham gap: 10.06 eV
* 2S+1: 1
* SMILES: OCC1(CO)COC2(CCCC2)N1

***

--- b ---
ORCA calculation (ωB97M-V with the def2-TZVPD basis set) on one molecule with the formula C9H17NO3.

Structure (XYZ):
```
30
Properties=species:S:1:pos:R:3:lowdin_charge:R:1
O 1.032 3.034 -1.500 -0.044
C 0.949 2.704 -0.141 -0.208
C 0.983 1.194 0.131 -0.417
C 2.332 0.579 -0.307 -0.171
O 2.440 0.625 -1.719 -0.059
C 0.735 0.839 1.605 -0.119
O 0.220 -0.466 1.552 -0.058
C -0.577 -0.566 0.376 -0.468
C -2.092 -0.429 0.682 -0.094
C -2.690 -1.817 0.467 -0.188
C -1.817 -2.411 -0.634 -0.188
C -0.413 -1.978 -0.226 -0.095
N -0.152 0.532 -0.484 0.116
H 1.614 2.389 -1.927 0.063
H 1.773 3.176 0.422 0.127
H 0.002 3.114 0.219 0.127
H 3.154 1.139 0.160 0.132
H 2.369 -0.460 0.045 0.132
H 3.272 0.221 -1.984 0.104
H 1.638 0.827 2.214 0.137
H 0.003 1.534 2.039 0.135
H -2.240 -0.061 1.695 0.117
H -2.514 0.290 -0.019 0.116
H -3.743 -1.776 0.193 0.106
H -2.588 -2.413 1.376 0.113
H -1.911 -3.494 -0.711 0.107
H -2.080 -1.968 -1.596 0.113
H 0.294 -1.984 -1.055 0.114
H -0.030 -2.625 0.564 0.124
H 0.034 0.252 -1.437 0.128
```

* HOMO energy: -8.75 eV
* charge: 0
* Kohn-Sham gap: 9.27 eV
* 2S+1: 1
* SMILES: OCC1(CO)COC2(CCCC2)N1

***

Which structure is the least stable? The one labeled a.

***

--- a ---
ORCA calculation (ωB97M-V with the def2-TZVPD basis set) on one molecule with the formula CH5N3O.

Structure (XYZ):
```
10
Properties=species:S:1:pos:R:3:lowdin_charge:R:1
C -0.054 -0.618 0.950 -0.230
N -0.938 -0.030 -0.027 -0.082
N -0.279 1.183 -0.221 -0.088
N 1.323 0.824 -0.073 -0.016
O 1.247 -0.519 0.362 -0.159
H -0.282 -0.003 1.853 0.133
H -0.002 -1.574 1.305 0.094
H -0.855 -0.400 -0.976 0.107
H -0.618 1.548 -1.188 0.135
H 1.722 0.922 -1.050 0.106
```

* HOMO energy: -8.71 eV
* charge: 0
* Kohn-Sham gap: 9.65 eV
* 2S+1: 1
* SMILES: C1NNNO1

***

--- b ---
ORCA calculation (ωB97M-V with the def2-TZVPD basis set) on a 2-piece molecular cluster, CH5N3O overall.

Structure (XYZ):
```
10
Properties=species:S:1:pos:R:3:lowdin_charge:R:1
C -0.034 0.492 0.113 -0.236
H 2.573 -1.188 -0.181 0.077
H 2.488 0.466 -0.430 0.043
H 0.299 1.475 0.051 0.099
H -1.845 1.030 -0.578 0.106
H -2.897 -1.020 0.900 0.302
N 2.092 -0.307 0.018 -0.038
N 0.713 -0.555 0.177 -0.018
N -1.431 0.438 0.122 -0.145
O -1.958 -0.829 -0.192 -0.192
```

* HOMO energy: -7.88 eV
* charge: 0
* Kohn-Sham gap: 7.71 eV
* 2S+1: 1

***

Which structure is the least stable? The one labeled b.

***

--- a ---
ORCA calculation (ωB97M-V with the def2-TZVPD basis set) on C4H5Cl as an isolated structure.

Structure (XYZ):
```
10
Properties=species:S:1:pos:R:3:lowdin_charge:R:1
C -0.385 1.033 1.716 -0.125
C -0.035 0.394 0.403 -0.079
C -0.249 -0.178 -0.687 -0.109
C 0.316 -1.162 -1.749 -0.740
H -0.232 1.969 1.624 -0.041
H 0.118 0.541 2.664 0.117
H -1.489 1.345 2.070 0.131
H -0.357 -1.990 -2.010 0.053
H 1.389 -1.563 -0.927 0.188
Cl 0.923 -0.390 -3.104 0.606
```

* HOMO energy: -9.48 eV
* charge: 0
* Kohn-Sham gap: 9.92 eV
* 2S+1: 1

***

--- b ---
ORCA calculation (ωB97M-V with the def2-TZVPD basis set) on one molecule with the formula C4H5Cl.

Structure (XYZ):
```
10
Properties=species:S:1:pos:R:3:lowdin_charge:R:1
Cl -2.927 0.182 -0.328 0.538
C -1.993 -0.729 0.825 -0.516
C -0.292 -0.483 0.199 -0.236
C 0.783 0.177 -0.083 -0.032
C 0.791 -1.327 -0.259 -0.188
H -1.958 -0.278 1.790 0.028
H -2.117 -1.900 0.721 0.104
H 1.415 1.101 -0.075 0.110
H 0.779 -1.686 -1.299 0.072
H 1.350 -2.035 0.541 0.121
```

* HOMO energy: -9.23 eV
* charge: 0
* Kohn-Sham gap: 10.25 eV
* 2S+1: 1
* SMILES: ClCC1=CC1

***

Which structure is the least stable? The one labeled a.

***

--- a ---
ORCA calculation (ωB97M-V with the def2-TZVPD basis set) on an isolated ion of composition C4H8N3S and charge +1.

Structure (XYZ):
```
16
Properties=species:S:1:pos:R:3:lowdin_charge:R:1
N -0.081 -0.026 -2.152 0.057
C 0.896 -0.133 -0.732 -0.397
S 2.000 1.398 -0.394 0.803
C 0.061 -0.161 0.426 -0.333
N -1.256 -0.544 0.422 0.144
C -1.754 -0.484 1.666 -0.031
C -0.748 -0.078 2.497 0.010
N 0.330 0.158 1.681 0.140
H 0.337 -0.604 -2.803 0.015
H -0.011 0.985 -2.472 0.091
H 1.494 -0.902 -0.896 0.054
H 3.140 1.372 -1.076 -0.133
H -1.690 -0.476 -0.541 0.195
H -2.799 -0.744 1.935 0.157
H -0.775 0.179 3.508 0.123
H 1.199 0.532 1.871 0.106
```

* HOMO energy: -13.64 eV
* charge: +1
* Kohn-Sham gap: 9.99 eV
* 2S+1: 1
* SMILES: N[C@@H](S)c1[nH]cc[nH+]1

***

--- b ---
ORCA calculation (ωB97M-V with the def2-TZVPD basis set) on an isolated ion of composition C4H8N3S and charge +1.

Structure (XYZ):
```
16
Properties=species:S:1:pos:R:3:lowdin_charge:R:1
C 0.859 0.452 2.255 -0.022
N 0.165 -0.134 1.119 -0.061
C -0.430 0.534 -0.264 0.209
N 0.021 -0.164 -1.245 -0.145
C -0.208 0.125 -2.570 -0.028
C 0.780 -1.218 -0.866 -0.796
S 1.408 -2.392 -1.854 0.760
N 0.832 -1.220 0.506 0.065
H 1.793 0.829 1.710 0.123
H 0.414 1.212 2.882 0.095
H 1.140 -0.459 2.896 0.130
H -1.146 1.310 -0.353 0.156
H 0.515 1.041 -2.700 0.175
H -1.243 0.333 -2.690 0.110
H 0.053 -0.543 -3.357 0.076
H 1.592 -1.673 0.969 0.153
```

* HOMO energy (spin up / spin down): -12.75 / -12.75 eV
* charge: +1
* Kohn-Sham gap (spin up / spin down): 7.18 / 7.18 eV
* 2S+1: 1
* SMILES: Cn1c[n+](C)c(=S)[nH]1

***

Which structure is the least stable? The one labeled b.

***

--- a ---
ORCA calculation (ωB97M-V with the def2-TZVPD basis set) on a 10-piece molecular cluster, ClH18O9 overall.

Structure (XYZ):
```
28
Properties=species:S:1:pos:R:3:lowdin_charge:R:1
Cl -0.014 -0.659 0.155 0.232
O -2.014 -1.728 -1.890 -0.097
H -1.742 -2.008 -2.775 0.035
H -1.246 -1.490 -1.408 -0.151
O 0.610 0.314 -3.070 -0.086
H 0.644 -0.616 -2.816 0.003
H 0.056 0.603 -2.317 0.006
O 2.828 -0.746 -0.953 -0.069
H 2.042 -1.191 -1.149 -0.067
H 3.247 -1.063 -1.780 0.075
O -0.979 0.678 3.002 -0.078
H -0.596 0.447 2.163 -0.093
H -1.483 -0.028 3.393 0.012
O 1.992 1.837 -0.597 -0.102
H 1.639 2.279 -1.410 0.073
H 2.212 0.938 -0.813 -0.042
O -0.884 -2.761 2.292 -0.143
H -0.421 -2.042 1.813 -0.097
H -1.765 -2.298 2.313 0.039
O -0.413 2.538 0.576 -0.089
H 0.507 2.297 0.376 -0.030
H -0.744 2.148 -0.225 -0.013
O -3.357 -0.130 0.091 -0.111
H -3.546 0.703 -0.383 0.035
H -2.427 -0.364 -0.134 -0.059
O 2.243 0.498 1.978 -0.130
H 2.081 1.418 2.277 0.042
H 1.529 0.420 1.285 -0.096
```

* HOMO energy: -6.63 eV
* charge: -1
* Kohn-Sham gap: 9.35 eV
* 2S+1: 1

***

--- b ---
ORCA calculation (ωB97M-V with the def2-TZVPD basis set) on a 10-piece molecular cluster, ClH18O9 overall.

Structure (XYZ):
```
28
Properties=species:S:1:pos:R:3:lowdin_charge:R:1
Cl -0.311 -0.216 -0.019 0.243
O 2.930 1.032 1.531 -0.049
H 3.235 0.657 2.350 0.025
H 2.006 0.863 1.447 -0.043
O 0.081 1.474 2.612 -0.037
H -0.517 1.700 3.291 0.019
H -0.352 0.758 2.225 -0.093
O -2.716 -1.337 -1.398 -0.150
H -1.989 -0.786 -0.957 -0.114
H -3.038 -1.930 -0.713 0.007
O -0.564 2.531 -1.979 -0.101
H 0.363 2.207 -2.015 -0.004
H -1.163 1.784 -1.877 -0.007
O 0.308 -3.388 -0.027 -0.082
H 0.335 -2.436 0.049 -0.102
H -0.477 -3.556 0.473 0.011
O 1.927 1.277 -1.552 -0.095
H 2.756 0.783 -1.488 0.051
H 1.398 0.789 -0.939 -0.122
O -2.640 1.728 0.261 -0.078
H -1.797 1.334 0.408 -0.124
H -2.491 2.447 0.853 0.014
O -0.146 -0.960 -3.506 -0.065
H -0.143 -0.944 -2.554 -0.043
H 0.614 -1.338 -3.953 0.026
O 1.006 -1.575 2.810 -0.056
H 1.302 -1.442 1.918 -0.023
H 0.079 -1.451 2.763 -0.008
```

* HOMO energy: -6.94 eV
* charge: -1
* Kohn-Sham gap: 9.84 eV
* 2S+1: 1

***

--- c ---
ORCA calculation (ωB97M-V with the def2-TZVPD basis set) on a 10-piece molecular cluster, ClH18O9 overall.

Structure (XYZ):
```
28
Properties=species:S:1:pos:R:3:lowdin_charge:R:1
Cl 0.326 -0.332 -0.130 0.057
O 0.912 1.152 2.931 -0.083
H 0.980 0.357 2.390 -0.061
H 1.299 0.892 3.772 0.025
O -1.879 2.204 -0.220 -0.088
H -2.645 1.663 -0.434 0.029
H -1.143 1.733 -0.635 -0.067
O -0.525 1.346 -3.115 -0.076
H -0.269 0.850 -2.325 -0.056
H 0.269 1.847 -3.330 0.045
O 0.862 -1.708 3.088 -0.078
H 0.318 -2.487 3.237 0.041
H 0.861 -1.584 2.126 -0.031
O -0.653 -3.458 -0.589 -0.100
H -1.111 -3.754 0.204 0.021
H -0.384 -2.544 -0.390 -0.103
O 3.558 0.208 -1.352 -0.099
H 3.215 0.535 -0.513 -0.006
H 2.807 -0.280 -1.708 -0.004
O 1.659 2.642 -0.604 -0.090
H 1.789 3.331 0.056 0.035
H 1.094 1.994 -0.155 -0.065
O -2.306 -0.588 1.890 -0.094
H -1.962 -0.948 1.061 -0.032
H -1.506 -0.426 2.405 0.002
O -2.206 -1.051 -2.612 -0.084
H -1.618 -1.154 -1.849 -0.039
H -1.743 -0.439 -3.197 0.003
```

* HOMO energy: -6.85 eV
* charge: -1
* Kohn-Sham gap: 9.73 eV
* 2S+1: 1

***

Which structure is the least stable? The one labeled a.